(1)
{
  "formula": "C23H34N2O4",
  "method": "the ωB97M-V functional and the def2-TZVPD basis",
  "mol_weight_g_mol": 402.53,
  "e_above_lowest_kj_mol": 131.8,
  "lumo_ev": 0.53,
  "homo_lumo_gap_ev": 9.22,
  "smiles": "COCCC(=O)N1CCC(Oc2ccc(C(=O)N3CCCCCCC3)cc2)CC1",
  "e_homo_ev": -8.7,
  "e_tot_ev": -35573.55029,
  "elements": ["C", "O", "C", "C", "C", "O", "N", "C", "C", "C", "O", "C", "C", "C", "C", "C", "O", "N", "C", "C", "C", "C", "C", "C", "C", "C", "C", "C", "C", "H", "H", "H", "H", "H", "H", "H", "H", "H", "H", "H", "H", "H", "H", "H", "H", "H", "H", "H", "H", "H", "H", "H", "H", "H", "H", "H", "H", "H", "H", "H", "H", "H", "H"],
  "xyz": [[3.910659, -6.540212, -0.821933], [4.711277, -5.960937, -1.822479], [4.008577, -5.585160, -2.983433], [3.100968, -4.363795, -2.768979], [1.696940, -4.775734, -2.338827], [1.284171, -5.910265, -2.492921], [0.911044, -3.807372, -1.810631], [1.263464, -2.434546, -1.543570], [1.401639, -2.211989, -0.034645], [0.080737, -2.577224, 0.660175], [-0.968303, -1.717891, 0.248082], [-1.081239, -0.465688, 0.767305], [-0.254342, 0.094895, 1.734728], [-0.487556, 1.385249, 2.180799], [-1.532412, 2.141113, 1.671164], [-1.835191, 3.503292, 2.218165], [-2.794555, 3.673437, 2.950866], [-0.995469, 4.505481, 1.864169], [0.102652, 4.333422, 0.937760], [-0.328159, 4.185188, -0.527772], [-1.076333, 5.377433, -1.127241], [-2.421776, 5.674290, -0.449012], [-2.412615, 6.900716, 0.468565], [-1.257615, 6.970669, 1.465536], [-1.202610, 5.813230, 2.458273], [-2.375228, 1.567637, 0.724059], [-2.147612, 0.287027, 0.270348], [-0.335178, -4.001298, 0.275682], [-0.374949, -4.162090, -1.243967], [3.252075, -5.802054, -0.348061], [3.288805, -7.344494, -1.227885], [4.593661, -6.941675, -0.074898], [3.400225, -6.421955, -3.353076], [4.785266, -5.348927, -3.714207], [3.569012, -3.725862, -2.018753], [3.017239, -3.807259, -3.704449], [0.450700, -1.799527, -1.916151], [2.177954, -2.153548, -2.061903], [2.198292, -2.841219, 0.365982], [1.651658, -1.167277, 0.155760], [0.200370, -2.523775, 1.751966], [0.567057, -0.459309, 2.161627], [0.150103, 1.798509, 2.949631], [0.764707, 5.194428, 1.044304], [0.674840, 3.440696, 1.210178], [-0.954339, 3.295584, -0.617534], [0.577511, 4.010198, -1.114354], [-0.441852, 6.264899, -1.103582], [-1.251178, 5.144463, -2.180044], [-3.178528, 5.854479, -1.216237], [-2.747310, 4.800207, 0.112960], [-3.355894, 6.922160, 1.018136], [-2.370865, 7.801196, -0.150631], [-0.310899, 7.049484, 0.929148], [-1.366858, 7.887162, 2.050416], [-2.144573, 5.749438, 3.008272], [-0.393679, 6.003680, 3.177119], [-3.215450, 2.131121, 0.346001], [-2.793283, -0.165156, -0.465952], [0.381421, -4.705378, 0.701276], [-1.320909, -4.211500, 0.690063], [-1.143753, -3.505967, -1.661888], [-0.588011, -5.196132, -1.517134]],
  "forces_ev_per_a": [[-0.03, -0.11, 0.05], [0.19, 0.06, 0.03], [-0.11, 0.12, -0.23], [0.12, -0.60, 0.03], [0.17, 0.33, -0.18], [0.04, -0.38, -0.04], [-0.33, 0.06, 0.07], [0.31, 0.26, 0.18], [-0.37, 0.17, -0.14], [0.51, -0.41, 0.37], [-0.19, 0.06, -0.09], [-0.13, 0.26, -0.03], [0.12, -0.36, -0.05], [-0.23, 0.20, -0.11], [-0.02, -0.22, 0.18], [0.09, -0.11, 0.00], [-0.29, -0.08, 0.06], [0.00, 0.15, 0.18], [0.23, -0.38, -0.48], [0.14, 0.30, 0.09], [-0.09, -0.25, 0.03], [-0.05, 0.20, -0.13], [0.10, -0.11, 0.05], [-0.19, -0.20, 0.01], [-0.08, 0.38, 0.23], [0.10, -0.01, 0.11], [0.10, -0.14, 0.00], [-0.11, 0.40, -0.16], [-0.21, -0.37, 0.14], [-0.01, -0.03, 0.04], [0.00, 0.02, 0.04], [-0.07, 0.02, 0.05], [0.12, 0.12, 0.00], [-0.13, 0.01, 0.02], [0.02, 0.10, -0.07], [0.01, 0.10, 0.02], [0.14, -0.01, -0.05], [-0.09, -0.01, -0.01], [0.06, 0.00, 0.02], [0.04, 0.01, 0.06], [-0.06, 0.03, -0.16], [0.06, -0.08, 0.00], [0.08, 0.05, 0.05], [0.01, -0.06, 0.04], [0.04, 0.21, -0.01], [0.07, -0.01, -0.05], [0.02, -0.10, -0.01], [0.06, 0.07, -0.08], [0.05, 0.07, -0.01], [-0.03, -0.06, 0.03], [-0.12, -0.03, -0.06], [-0.06, 0.11, 0.01], [-0.07, 0.01, 0.00], [0.07, 0.09, 0.01], [0.11, 0.00, 0.00], [0.19, 0.07, -0.01], [-0.10, -0.02, 0.00], [-0.09, 0.05, -0.04], [-0.08, -0.06, -0.09], [0.02, -0.03, 0.02], [0.00, -0.03, 0.08], [0.01, -0.06, -0.03], [-0.05, 0.19, 0.00]]
}

(2)
{
  "formula": "C36H37BCaCl2N7OSi",
  "method": "the ωB97M-V functional and the def2-TZVPD basis",
  "mol_weight_g_mol": 733.62,
  "e_above_lowest_kj_mol": 0.0,
  "lumo_ev": 2.41,
  "homo_lumo_gap_ev": 6.15,
  "e_homo_ev": -3.7,
  "e_tot_ev": -102457.56055,
  "charge": -1,
  "elements": ["Ca", "C", "C", "C", "C", "C", "N", "N", "B", "N", "N", "C", "C", "C", "C", "C", "N", "N", "C", "C", "C", "C", "C", "H", "H", "H", "H", "H", "H", "H", "H", "H", "H", "H", "H", "H", "H", "H", "H", "H", "H", "H", "H", "H", "H", "Cl", "C", "C", "C", "Cl", "C", "C", "C", "C", "N", "C", "C", "O", "H", "H", "H", "H", "C", "C", "C", "C", "C", "C", "Si", "C", "C", "C", "C", "C", "C", "H", "H", "H", "H", "H", "H", "H", "H", "H", "H", "H"],
  "xyz": [[0.973992, 0.443888, 0.118630], [0.767882, -2.706469, 2.299509], [-0.507022, -1.968695, 2.052808], [-1.821073, -2.435653, 2.117283], [-2.595058, -1.365111, 1.719815], [-4.076885, -1.304127, 1.564582], [-1.780466, -0.327464, 1.449097], [-0.480665, -0.698226, 1.675198], [-2.155490, 1.147446, 1.064969], [-1.371802, 2.135313, 1.950927], [-0.013751, 2.260388, 1.860850], [0.332958, 3.213088, 2.709600], [1.763265, 3.633706, 2.814675], [-0.793190, 3.708707, 3.386693], [-1.854385, 2.997342, 2.869793], [-3.309302, 3.090034, 3.189103], [-1.921747, 1.490956, -0.448094], [-0.679785, 1.799513, -0.954002], [-0.850903, 2.106750, -2.229212], [0.313648, 2.389587, -3.117332], [-2.209543, 2.063901, -2.564607], [-2.849653, 1.661516, -1.413323], [-4.306846, 1.415067, -1.204629], [0.571416, -3.768726, 2.443160], [1.294629, -2.329713, 3.177659], [1.439938, -2.618876, 1.442250], [-2.157671, -3.432448, 2.344823], [-4.498539, -2.282760, 1.792988], [-4.364411, -1.050684, 0.544996], [-4.532938, -0.568375, 2.228407], [-3.329708, 1.262825, 1.270840], [2.344244, 3.185221, 2.011355], [2.216581, 3.329773, 3.761079], [1.861739, 4.718247, 2.735834], [-0.835602, 4.485583, 4.131023], [-3.464502, 3.838479, 3.966725], [-3.706828, 2.139878, 3.546666], [-3.897280, 3.376942, 2.316852], [1.262398, 2.239189, -2.600340], [0.283537, 3.415402, -3.490353], [0.295666, 1.712238, -3.974117], [-2.656918, 2.246116, -3.526748], [-4.847243, 1.684594, -2.112236], [-4.712263, 1.997420, -0.377902], [-4.513590, 0.365249, -0.997014], [5.371895, 1.215392, -2.594803], [5.293544, 0.990712, -0.873657], [6.500312, 0.945595, -0.153235], [6.516406, 0.790687, 1.198679], [8.042238, 0.753077, 2.055184], [5.298636, 0.654428, 1.916605], [5.205676, 0.477347, 3.315724], [3.984768, 0.339760, 3.905564], [2.834402, 0.365193, 3.090696], [2.887534, 0.527687, 1.795057], [4.098672, 0.688757, 1.184880], [4.048751, 0.891141, -0.260322], [2.921140, 0.952262, -0.852218], [7.431699, 1.041941, -0.694885], [6.116631, 0.451050, 3.899588], [3.881368, 0.204443, 4.973430], [1.840195, 0.252254, 3.512743], [-2.374302, -5.223006, -0.204575], [-0.997257, -5.360650, -0.104249], [-0.156554, -4.393776, -0.639243], [-0.645641, -3.250795, -1.282622], [-2.039273, -3.133978, -1.354190], [-2.890322, -4.101936, -0.838658], [0.575686, -1.853488, -1.785862], [0.147134, -1.297580, -3.575232], [-1.109733, -0.853905, -3.996787], [-1.322550, -0.339985, -5.270293], [-0.269985, -0.229608, -6.166007], [0.995089, -0.642639, -5.769716], [1.192182, -1.168285, -4.500872], [-3.034707, -5.978121, 0.204704], [-0.573133, -6.230475, 0.385595], [0.916544, -4.534597, -0.559348], [-2.483070, -2.256234, -1.802709], [-3.963521, -3.971153, -0.922868], [1.800077, -2.683038, -2.097480], [-1.944996, -0.866903, -3.310874], [-2.314821, -0.007069, -5.554081], [-0.431274, 0.179100, -7.156140], [1.834492, -0.557010, -6.450246], [2.189259, -1.483641, -4.215585]],
  "forces_ev_per_a": [[0.17, 0.40, 0.28], [0.04, -0.15, 0.01], [0.22, 0.01, 0.02], [-0.01, 0.01, -0.04], [-0.20, 0.11, -0.07], [-0.09, -0.12, 0.03], [0.41, 0.23, 0.13], [-0.45, -0.04, -0.15], [-0.10, -0.14, -0.11], [0.40, 0.00, 0.05], [-0.38, -0.12, -0.17], [0.29, -0.11, -0.11], [0.08, 0.09, 0.04], [-0.07, 0.01, -0.02], [-0.19, -0.15, -0.13], [-0.05, 0.12, 0.13], [0.30, 0.20, 0.19], [-0.61, -0.43, -0.01], [0.22, 0.11, -0.05], [0.08, 0.00, -0.08], [-0.07, -0.07, 0.01], [-0.13, -0.06, 0.16], [-0.09, 0.03, -0.13], [-0.03, 0.02, 0.03], [-0.01, 0.02, 0.03], [-0.02, 0.06, -0.02], [-0.01, -0.01, 0.02], [0.01, 0.01, 0.01], [0.03, 0.00, -0.02], [0.03, 0.03, 0.01], [0.01, 0.04, 0.03], [-0.01, -0.02, -0.03], [-0.04, -0.01, 0.03], [-0.04, -0.01, 0.02], [0.01, 0.02, 0.02], [0.01, -0.01, -0.02], [0.03, -0.03, 0.01], [0.02, 0.02, -0.03], [-0.05, 0.00, 0.07], [-0.01, 0.00, -0.02], [-0.01, 0.03, -0.02], [-0.01, 0.02, -0.02], [0.01, 0.00, 0.01], [0.03, 0.02, 0.02], [0.02, -0.01, 0.00], [-0.04, -0.01, 0.02], [0.39, 0.09, 0.06], [-0.08, 0.03, -0.26], [-0.16, -0.03, 0.26], [-0.03, 0.00, -0.04], [0.33, 0.00, 0.01], [0.16, 0.01, -0.06], [-0.24, -0.01, -0.05], [0.01, -0.04, 0.13], [0.28, -0.02, -0.28], [-0.39, -0.06, 0.02], [-0.32, -0.08, 0.17], [0.37, 0.15, -0.11], [0.00, 0.00, -0.01], [-0.02, 0.00, 0.01], [0.02, 0.00, 0.01], [0.01, 0.00, 0.04], [-0.04, -0.02, 0.00], [0.05, -0.01, 0.00], [-0.01, -0.05, -0.03], [-0.02, 0.09, -0.03], [0.05, -0.07, 0.09], [0.00, 0.03, -0.02], [-0.03, -0.09, -0.05], [0.08, -0.03, 0.04], [0.05, 0.04, -0.04], [-0.03, -0.01, 0.05], [-0.01, 0.01, -0.04], [0.04, -0.02, 0.03], [-0.02, -0.01, -0.03], [-0.01, -0.01, 0.01], [0.00, -0.01, 0.00], [0.03, 0.01, -0.01], [-0.03, 0.11, -0.08], [-0.02, -0.01, 0.00], [-0.04, -0.08, 0.01], [-0.08, -0.04, 0.07], [-0.01, 0.00, -0.01], [0.00, 0.01, -0.01], [0.00, 0.01, -0.02], [0.02, -0.02, 0.02]]
}

(3)
{
  "formula": "C5H7ClO",
  "method": "the ωB97M-V functional and the def2-TZVPD basis",
  "mol_weight_g_mol": 118.56,
  "e_above_lowest_kj_mol": 149.6,
  "lumo_ev": 0.94,
  "homo_lumo_gap_ev": 10.05,
  "smiles": "C=COC(=C)CCl",
  "e_homo_ev": -9.1,
  "e_tot_ev": -19866.40146,
  "elements": ["C", "C", "O", "C", "C", "C", "Cl", "H", "H", "H", "H", "H", "H", "H"],
  "xyz": [[-2.729981, -0.436324, -0.170221], [-1.524933, -0.050179, 0.294986], [-0.368829, -0.564616, -0.240771], [0.846717, 0.139183, -0.198550], [0.873722, 1.446074, -0.207935], [1.908107, -0.898183, 0.054814], [3.623216, -0.200358, -0.048958], [-3.681895, 0.075307, 0.205929], [-2.712358, -1.142277, -1.009533], [-1.483517, 0.587945, 1.166018], [-0.125239, 2.015334, -0.153724], [1.783154, 1.973585, -0.151146], [1.894915, -1.723672, -0.651065], [1.696924, -1.221816, 1.110153]],
  "forces_ev_per_a": [[0.36, 1.00, 0.20], [-1.47, -0.41, -0.49], [0.29, -0.15, 0.30], [-1.29, -1.15, 0.32], [-2.17, 1.18, 0.29], [0.73, 0.86, 0.68], [-1.29, -0.47, 0.21], [1.61, -1.20, -0.49], [-0.49, 0.39, 0.30], [0.61, 0.29, -0.02], [1.85, -0.88, -0.41], [0.83, 0.55, 0.04], [-0.20, 0.03, 0.14], [0.64, -0.03, -1.07]]
}